Entry 1:
The molecule C7H13PS at a distorted geometry, computed with ωB97M-V/def2-TZVPD.

## Properties
SMILES: C=C=C(C)CCP(C)S
2S+1: 1

Structure (XYZ):
```
22
Properties=species:S:1:pos:R:3:forces:R:3
S 3.0861 -2.5686 -0.0208 1.11 1.19 1.76
P 1.4223 -1.3780 0.6856 -0.48 -0.95 -0.47
C 0.1447 -2.8050 0.8141 1.46 1.02 3.51
C -1.9057 3.1678 -1.3292 -2.58 -2.56 0.79
C -0.6787 1.3781 0.0665 1.47 -1.72 0.17
C 0.8692 -0.5385 -0.8973 -2.39 -0.75 -0.39
C -1.2710 2.2967 -0.5718 -1.37 3.31 -1.49
C -0.5423 0.1260 -0.8025 -0.62 0.04 0.72
C -0.1621 1.4501 1.4617 -1.25 1.33 0.64
H -0.5053 2.4527 1.9111 0.87 -1.43 -0.57
H 0.7584 -1.1656 -1.7951 0.51 -0.39 0.47
H -3.0324 2.9371 -1.4819 1.84 0.91 0.45
H 1.5007 0.2383 -1.1615 1.85 1.37 -0.34
H -0.7251 0.6755 2.0154 0.90 0.08 0.20
H -1.1964 -0.6173 -0.3145 -0.19 0.09 -0.49
H -1.0363 0.5142 -1.7562 1.11 -1.47 0.75
H -0.1816 -3.1146 -0.1001 -0.91 -0.87 -2.61
H 0.9394 1.3458 1.4499 -0.71 -0.09 0.49
H -0.7324 -2.5120 1.4594 0.95 -0.24 -0.63
H 3.9959 -2.0957 1.0268 -1.52 -0.79 -1.78
H 0.7141 -3.6474 1.3136 -0.79 0.97 -0.47
H -1.4614 3.8603 -1.9732 0.74 0.96 -0.70
```
Forces are in eV/Å.

=====

Entry 2:
A 2-piece molecular cluster, C3H8S2 overall at a distorted geometry, computed with ωB97M-V/def2-TZVPD.

## Properties
SMILES: C=CC.SS
2S+1: 1

Structure (XYZ):
```
13
Properties=species:S:1:pos:R:3:forces:R:3
S 2.2936 1.1815 1.3035 -0.33 0.74 0.36
S 1.2434 2.4507 2.6823 0.76 -0.29 -1.22
C -0.5589 -1.2353 -0.8993 -0.13 0.50 0.23
C -0.7806 -0.1236 -1.9167 -0.31 -1.38 -0.31
C -1.2012 -1.2585 0.2635 -0.22 -0.01 -0.32
H -1.1051 -2.0512 0.9943 0.19 0.03 -0.03
H 3.5145 1.7645 1.3556 -0.33 -0.07 0.25
H -1.8264 -0.1543 -2.2472 0.03 0.39 0.39
H -0.2552 -0.3640 -2.8453 0.39 0.43 0.25
H -0.5093 0.8332 -1.4891 0.02 0.25 -0.26
H -1.9339 -0.4819 0.4751 0.08 -0.08 0.10
H 0.1783 -1.9930 -1.1334 -0.02 -0.12 -0.02
H 0.9407 1.4318 3.4566 -0.12 -0.40 0.59
```
Forces are in eV/Å.

=====

Entry 3:
The molecule C14H31O3P at a distorted geometry, computed with ωB97M-V/def2-TZVPD.

## Properties
SMILES: CCCCOCP(=O)(CCCC)COCCCC
2S+1: 1

Structure (XYZ):
```
49
Properties=species:S:1:pos:R:3:forces:R:3
P 0.0457 1.1005 0.7846 0.11 -0.86 0.66
O -2.5017 0.3551 1.3396 -0.26 -0.23 -0.19
O 2.7548 0.7794 1.0068 0.34 -0.26 -0.14
O -0.1450 2.4333 0.1814 -0.13 0.77 -0.39
C -3.2056 1.4959 0.8691 -0.46 0.28 -0.07
C 4.1951 -0.9431 -1.1110 -0.08 0.09 -0.16
C 4.3696 1.5432 -0.6214 -0.44 -0.10 0.00
C -3.8830 0.3990 -1.3041 -0.28 0.03 0.10
C 0.1622 -3.7174 1.2126 0.16 0.20 0.05
C 4.2064 0.4647 -1.6943 0.14 0.00 0.20
C -1.3069 0.6561 2.0021 0.56 0.08 -0.27
C -5.0451 -0.0514 -2.1797 0.26 0.03 0.05
C -0.3574 -1.6219 -0.0869 0.23 -0.01 0.14
C -4.3662 1.0284 0.0003 0.58 -0.06 0.07
C 1.6283 1.0239 1.7915 -0.65 -0.01 -0.08
C 0.0866 -0.2237 -0.4945 -0.08 0.36 0.33
C 0.6224 -2.3084 0.8588 -0.25 -0.22 -0.15
C 3.0847 1.8530 0.1403 0.36 0.33 -0.20
H 4.6956 2.4730 -1.0913 0.03 0.05 0.07
H 1.6080 -2.3546 0.3906 0.06 0.09 0.05
H -1.4308 1.5023 2.6954 0.09 -0.08 -0.03
H -5.6514 -0.7897 -1.6596 -0.11 -0.09 0.02
H -0.5623 0.1703 -1.2831 0.08 0.06 0.07
H 0.0843 -4.3298 0.3168 -0.03 -0.10 -0.07
H -4.9518 0.2991 0.5629 -0.13 0.02 0.04
H 5.1665 -1.1817 -0.6835 0.10 -0.07 0.07
H -3.2763 1.1272 -1.8474 0.10 0.00 0.00
H 1.5892 0.2245 2.5334 -0.11 0.04 0.04
H -2.5359 2.1409 0.2927 -0.02 0.03 0.04
H 3.9701 -1.6767 -1.8827 0.01 -0.13 -0.03
H 3.4536 -1.0153 -0.3213 -0.04 -0.12 0.06
H -5.6806 0.7940 -2.4351 -0.11 0.06 -0.06
H 3.2797 0.6471 -2.2439 -0.01 0.05 -0.09
H 0.8672 -4.1919 1.8912 0.01 -0.12 0.06
H -3.2493 -0.4567 -1.0668 0.11 0.00 -0.03
H 1.7060 1.9938 2.3106 -0.08 -0.11 -0.03
H 5.1337 1.2336 0.0931 0.12 0.09 0.05
H 3.2210 2.7643 0.7429 -0.09 -0.07 -0.06
H -5.0027 1.8880 -0.2168 -0.07 0.03 0.03
H 0.7193 -1.7223 1.7740 0.11 0.04 0.06
H 1.1094 -0.2414 -0.8825 0.00 0.05 -0.04
H -0.4516 -2.2256 -0.9945 -0.06 -0.03 0.04
H -1.0344 -0.2339 2.5727 0.11 0.04 0.05
H -1.3423 -1.5689 0.3796 -0.07 -0.07 -0.07
H -0.8137 -3.6905 1.6929 -0.11 -0.06 0.05
H 5.0308 0.5477 -2.4066 -0.07 0.01 -0.08
H 2.2615 2.0373 -0.5611 0.05 0.08 0.03
H -3.5788 2.0659 1.7344 0.08 -0.04 -0.07
H -4.6791 -0.4961 -3.1022 -0.06 -0.06 -0.12
```
Forces are in eV/Å.

=====

Entry 4:
The molecule C7H9NO2 at a distorted geometry, computed with ωB97M-V/def2-TZVPD.

## Properties
2S+1: 1

Structure (XYZ):
```
19
Properties=species:S:1:pos:R:3:forces:R:3
O -1.4361 -2.5069 -0.2623 0.15 -2.05 0.24
O -0.0215 0.6900 -0.8975 0.19 -0.53 -0.27
N -1.1557 -0.0409 1.7585 -0.16 -0.75 1.24
C -0.1663 1.4817 0.2433 0.23 -0.22 1.01
C 1.1557 -1.3788 0.1027 -1.78 -0.27 -0.25
C 1.1439 -1.4671 -1.3669 0.55 0.32 -2.97
C -1.3783 1.1753 1.0993 -2.67 -0.14 -1.33
C 0.0439 -0.6574 -0.6860 0.27 -2.15 -0.57
C -1.2878 -1.4281 -0.7194 0.08 2.27 0.19
C -0.8896 -1.1051 2.1601 -0.24 0.51 0.53
H -0.3937 2.3453 -0.2534 -0.13 3.09 -0.50
H 0.8047 -2.3548 -2.0152 0.70 1.17 1.55
H 1.9156 -0.7878 0.5860 0.01 -0.04 0.14
H -2.2805 0.9842 0.3743 1.57 0.34 1.04
H -2.2122 -0.9075 -1.0797 0.64 0.35 -0.35
H 0.7573 1.5567 0.8530 -0.41 -0.13 -0.33
H 0.6188 -2.1787 0.6243 0.97 0.07 0.19
H -1.8175 1.9807 1.7690 1.27 -0.85 -0.56
H 1.9101 -0.8238 -1.9303 -1.23 -0.97 0.98
```
Forces are in eV/Å.

=====

Entry 5:
The molecule C5H11NO at a distorted geometry, computed with ωB97M-V/def2-TZVPD.

## Properties
SMILES: CCN(C)C(C)=O
2S+1: 1

Structure (XYZ):
```
18
Properties=species:S:1:pos:R:3:forces:R:3
O 0.4230 -1.1658 -1.6080 -0.41 0.20 0.13
N 0.0460 -0.1175 0.3440 0.06 -0.09 -0.20
C 0.3898 0.7938 1.4109 0.11 0.07 0.07
C 2.3762 -0.4896 -0.5864 -0.06 -0.04 -0.19
C -1.3504 -0.5105 0.2081 -0.17 -0.05 0.08
C -2.1565 0.4455 -0.6622 -0.03 0.06 -0.02
C 0.8730 -0.5617 -0.6363 -0.34 -0.10 -0.21
H 2.7781 0.3609 -1.1407 -0.19 0.10 0.10
H -0.2756 1.6675 1.3890 0.15 -0.13 0.00
H -1.7377 0.4635 -1.6728 -0.07 0.00 0.17
H -3.1985 0.1145 -0.7227 0.13 0.07 0.00
H -1.3540 -1.5051 -0.2441 -0.08 0.14 0.12
H 2.8612 -0.5388 0.3964 -0.21 -0.21 -0.30
H -1.7728 -0.5865 1.2162 0.02 0.07 -0.09
H 1.4156 1.1507 1.2989 -0.13 -0.08 0.00
H 0.2853 0.3130 2.3924 0.03 0.06 -0.14
H -2.1452 1.4633 -0.2556 -0.02 -0.13 -0.06
H 2.4801 -1.3627 -1.2419 1.20 0.09 0.54
```
Forces are in eV/Å.

=====

Entry 6:
A 2-piece molecular cluster, ClH2N2O overall at a distorted geometry, computed with ωB97M-V/def2-TZVPD.

## Properties
Charge: -1
2S+1: 1

Structure (XYZ):
```
6
Properties=species:S:1:pos:R:3:forces:R:3
Cl -2.9901 -0.4069 -0.0177 0.15 0.05 0.05
O 2.0147 -1.7138 -0.4120 -2.12 0.35 1.97
N 0.4812 -0.0696 0.6087 1.70 -2.08 -1.87
N 1.2083 -1.6762 0.4612 0.18 3.02 -1.50
H 0.1935 0.2193 -0.3778 0.37 -0.78 1.63
H -0.3759 -0.1537 1.1511 -0.27 -0.56 -0.28
```
Forces are in eV/Å.

=====

Entry 7:
The molecule CHBrO at a distorted geometry, computed with ωB97M-V/def2-TZVPD.

## Properties
2S+1: 1

Structure (XYZ):
```
4
Properties=species:S:1:pos:R:3:forces:R:3
Br -2.1852 -0.2238 -0.0354 -1.48 1.69 -0.10
O -0.3632 -0.8556 -0.0951 -2.12 -3.29 -2.56
C -2.7614 1.4211 -0.0744 0.76 -1.69 0.05
H 0.0976 -0.2559 0.3751 2.85 3.29 2.61
```
Forces are in eV/Å.

=====

no.,HOMO-LUMO gap (Eh)
1,0.3576
2,0.3409
3,0.3582
4,0.3785
5,0.3706
6,0.2530
7,0.2953